This record from the OMol25 dataset describes a molecular structure, C47H43BrINO3P2PdSTe. The level of theory is ωB97M-V with the def2-TZVPD basis set.

```
! RIJCOSX wB97M-V def2-TZVPD def2/J DEFGRID3
* xyz 0 5
Pd -0.89 0.30 0.38
Te 2.44 -2.52 2.28
C 4.22 -3.00 1.22
C 4.41 -4.11 0.40
C 5.63 -4.27 -0.23
N 6.65 -3.43 -0.10
C 6.48 -2.39 0.70
C 5.30 -2.13 1.39
C 1.61 -1.36 0.73
P 1.57 0.45 1.00
C 3.09 1.07 0.22
C 3.43 2.40 0.44
C 4.54 2.95 -0.17
C 5.33 2.17 -1.01
C 4.99 0.85 -1.24
C 3.87 0.30 -0.63
C 1.89 0.72 2.75
C 0.78 0.79 3.58
C 0.95 0.96 4.95
C 2.22 1.05 5.48
C 3.34 0.99 4.65
C 3.17 0.82 3.29
P 0.17 -1.83 -0.25
C 0.47 -1.55 -2.04
C -0.17 -2.39 -2.95
C -0.08 -2.16 -4.31
C 0.66 -1.08 -4.78
C 1.28 -0.22 -3.88
C 1.17 -0.45 -2.52
C 0.00 -3.62 -0.20
C 0.98 -4.44 -0.77
C 0.83 -5.81 -0.75
C -0.29 -6.38 -0.16
C -1.27 -5.58 0.40
C -1.12 -4.20 0.38
H 3.63 -4.85 0.27
H 5.80 -5.13 -0.87
H 7.32 -1.71 0.81
H 5.22 -1.26 2.02
H 2.82 3.02 1.09
H 4.79 3.99 0.01
H 6.20 2.60 -1.49
H 5.60 0.23 -1.89
H 3.64 -0.75 -0.80
H -0.23 0.78 3.17
H 0.07 1.05 5.57
H 2.35 1.19 6.55
H 4.33 1.06 5.07
H 4.05 0.77 2.65
H -0.74 -3.24 -2.60
H -0.57 -2.82 -5.00
H 0.73 -0.89 -5.85
H 1.83 0.64 -4.23
H 1.63 0.26 -1.85
H 1.83 -3.99 -1.26
H 1.59 -6.44 -1.21
H -0.40 -7.46 -0.15
H -2.13 -6.02 0.86
H -1.87 -3.56 0.84
C -5.95 -1.38 -0.10
C -4.95 -2.30 -0.79
S -3.30 -1.60 -1.03
O -3.01 -0.85 0.24
C -3.60 -0.34 -2.30
C -4.11 0.99 -1.78
H -6.74 -1.98 0.34
H -6.40 -0.68 -0.81
H -5.45 -0.81 0.68
H -5.28 -2.63 -1.77
H -4.76 -3.19 -0.19
H -4.26 -0.80 -3.04
H -2.62 -0.22 -2.78
H -5.17 0.94 -1.52
H -3.99 1.75 -2.55
H -3.57 1.30 -0.89
Br -6.92 6.65 1.45
C -5.53 5.37 1.62
C -4.65 5.19 0.57
C -3.65 4.24 0.69
C -3.51 3.50 1.87
C -4.40 3.72 2.91
C -5.42 4.64 2.79
C -2.42 2.47 1.98
O -1.71 2.44 2.98
O -2.34 1.73 0.95
H -4.74 5.77 -0.33
H -2.96 4.06 -0.12
H -4.28 3.16 3.83
H -6.12 4.81 3.60
I -0.17 -3.50 3.57
C -0.21 4.36 -2.46
C -0.69 3.19 -3.02
C -0.77 2.02 -2.27
C -0.37 2.02 -0.94
C 0.10 3.20 -0.37
C 0.18 4.36 -1.12
H -0.16 5.26 -3.04
H -1.01 3.18 -4.06
H -1.15 1.12 -2.73
H 0.38 3.22 0.68
H 0.54 5.27 -0.67
*
```

Calculated values
**M**: 1204.71 g/mol
**Gap between HOMO and LUMO (spin up / spin down)**: 6.71 / 5.79 eV
**Relative energy (zero: lowest compared OMol25 entry of this formula, charge and spin)**: 0.00 kcal per mole
**<S²>**: 6.027
**HOMO energy (spin up / spin down)**: -6.934 / -8.172 eV

Here are the Löwdin charges for atoms 1 to 99, given in e: atom 1 (Pd): 0.665, atom 2 (Te): 1.189, atom 3 (C): -0.502, atom 4 (C): -0.110, atom 5 (C): -0.144, atom 6 (N): 0.067, atom 7 (C): -0.145, atom 8 (C): -0.133, atom 9 (C): -0.795, atom 10 (P): 0.923, atom 11 (C): -0.365, atom 12 (C): -0.095, atom 13 (C): -0.068, atom 14 (C): -0.076, atom 15 (C): -0.073, atom 16 (C): -0.112, atom 17 (C): -0.426, atom 18 (C): -0.101, atom 19 (C): -0.053, atom 20 (C): -0.069, atom 21 (C): -0.078, atom 22 (C): -0.132, atom 23 (P): 0.895, atom 24 (C): -0.344, atom 25 (C): -0.109, atom 26 (C): -0.078, atom 27 (C): -0.078, atom 28 (C): -0.071, atom 29 (C): -0.112, atom 30 (C): -0.442, atom 31 (C): -0.119, atom 32 (C): -0.073, atom 33 (C): -0.068, atom 34 (C): -0.084, atom 35 (C): -0.198, atom 36 (H): 0.084, atom 37 (H): 0.107, atom 38 (H): 0.110, atom 39 (H): 0.084, atom 40 (H): 0.110, atom 41 (H): 0.107, atom 42 (H): 0.104, atom 43 (H): 0.108, atom 44 (H): 0.095, atom 45 (H): 0.072, atom 46 (H): 0.114, atom 47 (H): 0.104, atom 48 (H): 0.104, atom 49 (H): 0.094, atom 50 (H): 0.100, atom 51 (H): 0.105, atom 52 (H): 0.104, atom 53 (H): 0.113, atom 54 (H): 0.071, atom 55 (H): 0.112, atom 56 (H): 0.107, atom 57 (H): 0.106, atom 58 (H): 0.109, atom 59 (H): 0.068, atom 60 (C): -0.120, atom 61 (C): -0.386, atom 62 (S): 0.891, atom 63 (O): -0.595, atom 64 (C): -0.369, atom 65 (C): -0.112, atom 66 (H): 0.077, atom 67 (H): 0.065, atom 68 (H): 0.078, atom 69 (H): 0.088, atom 70 (H): 0.080, atom 71 (H): 0.091, atom 72 (H): 0.050, atom 73 (H): 0.064, atom 74 (H): 0.082, atom 75 (H): 0.047, atom 76 (Br): 0.709, atom 77 (C): -0.698, atom 78 (C): -0.125, atom 79 (C): -0.015, atom 80 (C): -0.128, atom 81 (C): -0.018, atom 82 (C): -0.127, atom 83 (C): -0.610, atom 84 (O): 0.029, atom 85 (O): -0.162, atom 86 (H): 0.098, atom 87 (H): 0.114, atom 88 (H): 0.120, atom 89 (H): 0.097, atom 90 (I): 0.122, atom 91 (C): -0.106, atom 92 (C): -0.094, atom 93 (C): -0.141, atom 94 (C): -0.187, atom 95 (C): -0.153, atom 96 (C): -0.095, atom 97 (H): 0.096, atom 98 (H): 0.099, atom 99 (H): 0.071


This record from the OMol25 dataset describes a molecular structure, C47H44As2FeN3O2S4. The level of theory is ωB97M-V with the def2-TZVPD basis set.

```
! RIJCOSX wB97M-V def2-TZVPD def2/J DEFGRID3
* xyz 0 6
Fe -0.93 -0.47 0.07
C -1.32 -3.85 0.25
C -2.36 -3.21 -0.61
C -3.27 -4.07 -1.27
C -4.24 -3.56 -2.08
C -4.34 -2.17 -2.24
C -5.29 -1.56 -3.08
C -5.34 -0.20 -3.21
C -4.47 0.60 -2.48
C -3.53 0.04 -1.62
S -2.51 1.07 -0.68
C -3.41 -1.37 -1.51
N -2.43 -1.89 -0.74
H -1.79 -4.32 1.11
H -0.62 -3.11 0.62
H -0.77 -4.61 -0.29
H -3.17 -5.13 -1.11
H -4.93 -4.21 -2.60
H -5.97 -2.20 -3.63
H -6.06 0.26 -3.87
H -4.51 1.68 -2.57
S -2.09 -1.48 1.96
C -2.60 -0.45 3.25
C -3.50 -0.93 4.20
C -3.94 -0.10 5.21
C -3.48 1.20 5.28
C -2.57 1.68 4.35
C -2.12 0.86 3.32
As -0.80 1.37 1.97
C 0.78 1.31 3.14
C 0.76 0.86 4.45
C 1.92 0.83 5.20
C 3.12 1.24 4.65
C 3.16 1.67 3.33
C 1.99 1.70 2.59
C -1.19 3.30 2.18
C -0.33 4.21 2.80
C -0.75 5.50 3.08
C -2.02 5.91 2.73
C -2.87 5.03 2.07
C -2.45 3.74 1.80
H -3.84 -1.96 4.12
H -4.65 -0.48 5.94
H -3.83 1.85 6.07
H -2.20 2.69 4.42
H -0.17 0.53 4.90
H 1.90 0.48 6.22
H 4.03 1.21 5.23
H 4.09 1.97 2.89
H 2.01 2.03 1.55
H 0.66 3.89 3.10
H -0.09 6.18 3.59
H -2.36 6.91 2.97
H -3.87 5.34 1.80
H -3.11 3.05 1.29
O 3.67 -3.30 -0.59
C 3.71 -2.94 0.70
C 4.81 -3.33 1.46
C 4.91 -3.01 2.80
C 3.90 -2.27 3.41
C 2.81 -1.86 2.67
C 2.69 -2.19 1.33
C 1.50 -1.71 0.60
O 0.75 -0.85 1.14
N 1.26 -2.23 -0.58
N 0.20 -1.70 -1.25
C -0.06 -2.31 -2.35
S -1.15 -1.68 -3.56
C -0.42 -2.69 -4.91
C -0.14 -4.05 -4.33
S 0.78 -3.81 -2.77
H 2.79 -3.05 -0.95
H 5.59 -3.89 0.97
H 5.76 -3.33 3.37
H 3.98 -2.01 4.46
H 2.02 -1.29 3.13
H 0.49 -2.20 -5.25
H -1.15 -2.72 -5.72
H 0.47 -4.66 -4.98
H -1.07 -4.58 -4.10
C -0.26 1.92 -2.79
As 0.73 1.12 -1.30
C 1.83 2.77 -1.02
C 2.16 0.15 -2.35
C 2.84 0.91 -3.42
C 4.08 1.49 -3.20
C 4.75 2.14 -4.23
C 4.18 2.21 -5.49
C 2.94 1.64 -5.72
C 2.28 0.99 -4.69
H 0.43 2.36 -3.51
H -0.90 2.71 -2.38
H -0.90 1.19 -3.28
H 2.03 3.23 -1.99
H 2.78 2.53 -0.54
H 1.29 3.49 -0.39
H 1.68 -0.72 -2.80
H 2.88 -0.21 -1.61
H 4.54 1.42 -2.23
H 5.72 2.57 -4.05
H 4.70 2.70 -6.30
H 2.49 1.69 -6.70
H 1.32 0.52 -4.88
*
```

Calculated values
**M**: 1016.85 g/mol
**Gap between HOMO and LUMO (spin up / spin down)**: 6.88 / 6.09 eV
**<S²>**: 8.771
**HOMO energy (spin up / spin down)**: -6.978 / -6.800 eV

Here are the natural (NBO) charges for atoms 1 to 99, given in e: atom 1 (Fe): 1.084, atom 2 (C): -0.659, atom 3 (C): 0.306, atom 4 (C): -0.265, atom 5 (C): -0.100, atom 6 (C): -0.106, atom 7 (C): -0.207, atom 8 (C): -0.195, atom 9 (C): -0.211, atom 10 (C): -0.188, atom 11 (S): -0.205, atom 12 (C): 0.224, atom 13 (N): -0.560, atom 14 (H): 0.253, atom 15 (H): 0.223, atom 16 (H): 0.235, atom 17 (H): 0.224, atom 18 (H): 0.216, atom 19 (H): 0.211, atom 20 (H): 0.217, atom 21 (H): 0.223, atom 22 (S): -0.244, atom 23 (C): -0.046, atom 24 (C): -0.250, atom 25 (C): -0.189, atom 26 (C): -0.269, atom 27 (C): -0.135, atom 28 (C): -0.449, atom 29 (As): 1.047, atom 30 (C): -0.219, atom 31 (C): -0.247, atom 32 (C): -0.202, atom 33 (C): -0.216, atom 34 (C): -0.202, atom 35 (C): -0.252, atom 36 (C): -0.338, atom 37 (C): -0.177, atom 38 (C): -0.218, atom 39 (C): -0.212, atom 40 (C): -0.210, atom 41 (C): -0.214, atom 42 (H): 0.216, atom 43 (H): 0.211, atom 44 (H): 0.211, atom 45 (H): 0.210, atom 46 (H): 0.231, atom 47 (H): 0.214, atom 48 (H): 0.214, atom 49 (H): 0.213, atom 50 (H): 0.208, atom 51 (H): 0.214, atom 52 (H): 0.211, atom 53 (H): 0.212, atom 54 (H): 0.214, atom 55 (H): 0.233, atom 56 (O): -0.700, atom 57 (C): 0.434, atom 58 (C): -0.307, atom 59 (C): -0.167, atom 60 (C): -0.280, atom 61 (C): -0.079, atom 62 (C): -0.269, atom 63 (C): 0.607, atom 64 (O): -0.765, atom 65 (N): -0.523, atom 66 (N): -0.465, atom 67 (C): -0.048, atom 68 (S): 0.315, atom 69 (C): -0.513, atom 70 (C): -0.539, atom 71 (S): 0.316, atom 72 (H): 0.510, atom 73 (H): 0.220, atom 74 (H): 0.211, atom 75 (H): 0.213, atom 76 (H): 0.224, atom 77 (H): 0.227, atom 78 (H): 0.241, atom 79 (H): 0.241, atom 80 (H): 0.225, atom 81 (C): -0.953, atom 82 (As): 0.952, atom 83 (C): -0.938, atom 84 (C): -0.715, atom 85 (C): -0.049, atom 86 (C): -0.208, atom 87 (C): -0.203, atom 88 (C): -0.223, atom 89 (C): -0.225, atom 90 (C): -0.167, atom 91 (H): 0.223, atom 92 (H): 0.245, atom 93 (H): 0.233, atom 94 (H): 0.233, atom 95 (H): 0.224, atom 96 (H): 0.235, atom 97 (H): 0.230, atom 98 (H): 0.240, atom 99 (H): 0.210


Results for total energy: -6445.6330; -9460.2028 (in hartree, following the order of the records).